Formula: C4H7NO2
Source: the OMol25 dataset
Level of theory: the ωB97M-V functional and the def2-TZVPD basis

Output
E   -361.8628 a.u.
Total charge   0
Multiplicity   1
HOMO   -9.9 eV
LUMO energy   0.69 eV

Each atom is followed by the atoms it is bonded to, with distances in Å.
Positions of all 14 atoms, in Å:
1 C -0.886 -1.101 0.321  C2 1.529, H8 1.093, H9 1.093, H10 1.094
2 C -0.401 0.218 -0.280  C1 1.529, C3 1.523, C5 1.531, H11 1.102
3 C -1.181 1.398 0.282  C2 1.523, O4 1.207, H12 1.105
4 O -2.057 1.278 1.102  C3 1.207
5 C 1.089 0.502 -0.070  C2 1.531, N6 1.361, O7 1.219
6 N 1.940 -0.456 -0.530  C5 1.361, H13 1.006, H14 1.009
7 O 1.485 1.535 0.442  C5 1.219
8 H -0.899 -1.038 1.412  C1 1.093
9 H -1.908 -1.311 -0.006  C1 1.093
10 H -0.258 -1.948 0.029  C1 1.094
11 H -0.569 0.216 -1.369  C2 1.102
12 H -0.900 2.389 -0.120  C3 1.105
13 H 1.620 -1.351 -0.860  N6 1.006
14 H 2.925 -0.330 -0.351  N6 1.009